Entry 1:
Computed, not measured: an isolated molecule of C26H30N4O4S at a distorted geometry, with ωB97M-V with the def2-TZVPD basis set.

Output
Relative energy (zero: lowest compared OMol25 entry of this formula, charge and spin) = 20.5 kcal per mole
Net charge = 0
LUMO = 0.489 eV
Molecular weight = 494.6 g mol⁻¹
HOMO = -0.31762 Eh

The geometry in XYZ format:
```
65
Properties=species:S:1:pos:R:3:forces:R:3
C -1.2318 3.9245 1.6200 -0.02 0.29 -0.05
C -1.7349 1.8170 0.5484 -0.09 -0.11 0.05
N 4.5687 -1.9362 0.0482 0.57 -0.30 -0.45
C 1.3054 1.0899 -1.4203 0.07 0.11 -0.15
N -2.9248 -1.6617 0.5737 -0.10 -0.45 0.33
N -0.3516 -0.1521 -0.0462 -0.27 0.29 0.18
O 3.8947 -3.9972 -0.4629 -0.02 -0.21 -0.10
H -5.8999 -3.0260 -0.2961 -0.10 -0.12 -0.02
C -1.8620 4.6095 0.5847 -0.03 -0.31 -0.09
C 2.2344 0.8060 -2.4151 -0.17 0.03 0.03
C 2.7946 2.7722 -0.5582 -0.05 0.08 -0.05
H 2.4835 -2.1393 1.6960 -0.05 -0.10 -0.06
C 3.6245 -2.9524 0.0786 -0.23 -0.04 0.16
H -3.9492 -4.0712 -1.5828 -0.07 -0.13 -0.05
H -2.6810 -4.2059 1.2589 0.13 -0.08 0.02
C -2.4372 3.8909 -0.4547 0.08 0.20 0.06
H -3.3617 -2.4501 -1.9704 0.00 0.03 -0.09
H -2.3721 6.3125 -0.1279 0.06 -0.08 0.08
C -2.3714 2.5091 -0.4735 -0.07 0.06 0.03
H -5.2862 -1.4176 -0.7020 -0.07 0.03 -0.04
H 5.7157 2.4091 1.6738 0.07 0.24 0.09
H -2.2928 -3.6109 -1.1688 0.11 -0.08 0.01
C -5.2355 -2.2267 0.0203 0.17 -0.02 -0.03
C -3.3187 -3.2549 -1.2416 -0.06 0.13 0.15
C 0.2590 -1.2134 0.5307 0.39 -0.04 -0.25
H -0.8077 1.0163 -1.6733 0.07 -0.20 -0.03
C -3.7069 -3.8554 1.1655 0.01 0.22 -0.15
H -0.6879 2.0233 2.4071 0.06 -0.07 0.09
H 2.0188 0.0382 -3.1450 -0.03 -0.12 -0.06
C 4.0124 1.0377 1.8340 0.71 0.53 0.03
H 5.4154 -2.1878 -0.4503 -0.25 -0.09 0.07
H -4.0405 -3.4927 2.1351 -0.04 0.02 0.13
C 1.5082 -1.7117 -0.1657 0.08 -0.15 0.36
H -5.5682 -1.8532 0.9860 -0.06 0.02 0.12
O -1.8953 5.9672 0.6366 0.00 0.17 0.04
C 4.5808 -0.7112 0.6480 0.75 0.94 0.07
C 3.4347 1.4915 -2.4758 0.08 0.02 -0.05
O -3.3171 -0.1559 -1.0800 -0.18 0.11 -0.42
H 4.6555 3.0117 -1.5926 0.08 0.04 0.00
C -1.1759 2.5468 1.5968 -0.17 -0.02 -0.14
N 3.6620 -0.1891 1.3792 -0.58 -0.73 -0.08
C -0.0059 0.3411 -1.3653 0.16 0.00 -0.31
C -1.5978 0.3187 0.5824 -0.15 -0.13 0.08
C 3.7184 2.4770 -1.5462 0.06 0.04 -0.03
H 0.0163 -0.4903 -2.0797 -0.05 0.14 0.00
H -4.3337 -4.6947 0.8765 -0.06 -0.08 -0.04
C 2.3161 -2.6412 0.7437 -0.33 -0.12 0.01
H 0.8842 2.3129 0.2818 -0.04 0.02 0.07
H 3.3200 1.5649 2.4632 -0.07 0.20 0.12
H -2.9415 4.4156 -1.2556 -0.05 0.05 -0.07
H -2.2600 -1.9067 1.2976 0.06 0.20 -0.06
H 4.1501 1.2542 -3.2494 0.07 -0.02 -0.07
S 6.0050 0.3158 0.4392 -0.62 -0.26 0.21
H 1.7736 -3.5711 0.9117 0.16 0.02 -0.03
C 5.2295 1.4840 1.4444 -0.05 -0.13 0.08
H -2.8514 1.9675 -1.2730 0.02 -0.05 -0.04
H 3.0054 3.5454 0.1655 0.02 0.07 0.07
C 1.5980 2.0814 -0.4928 -0.03 -0.03 -0.07
C -3.7997 -2.7452 0.1205 -0.22 -0.08 -0.24
H -0.7983 4.4898 2.4296 0.05 0.06 0.12
H 2.1193 -0.8564 -0.4462 -0.08 -0.09 -0.08
H -1.5179 0.0142 1.6323 -0.05 0.08 -0.28
C -2.7305 -0.5015 -0.0722 0.38 0.22 0.62
H 1.2160 -2.2441 -1.0754 0.00 0.05 -0.08
O -0.1730 -1.7319 1.5491 0.05 -0.28 0.34
```
Forces are in eV/Å.



Entry 2:
Computed, not measured: an isolated molecule of C26H30N4O5, with ωB97M-V with the def2-TZVPD basis set.

Output
Relative energy (zero: lowest compared OMol25 entry of this formula, charge and spin) = 80.9 kcal per mole
Net charge = 0
LUMO = 0.459 eV
Molecular weight = 478.5 g mol⁻¹
HOMO = -0.29779 Eh

The geometry in XYZ format:
```
65
Properties=species:S:1:pos:R:3:forces:R:3
H 3.4601 -2.6527 -1.1620 0.06 0.00 0.06
O -1.8795 -1.5408 2.4799 -0.21 0.01 0.14
C 1.2964 -0.2029 1.9802 0.09 -0.12 -0.02
C 0.3765 2.2252 3.0126 0.33 -0.05 -0.07
H -2.6258 -1.5613 -3.7893 0.03 0.04 -0.11
C 2.6268 -2.6231 -1.8499 0.10 -0.10 0.00
H -0.2945 -0.5364 -0.0535 -0.07 0.04 0.25
H 1.7122 -0.9503 -0.8875 0.02 0.07 0.10
H 5.1598 -0.3558 1.5509 -0.07 -0.06 -0.02
H 0.0812 4.5749 0.7556 0.15 -0.13 -0.13
C -2.7167 -1.8190 -2.7424 -0.08 -0.02 0.16
C -0.5182 1.1929 2.7530 -0.05 -0.02 0.08
C -0.7648 2.6121 -0.3804 0.13 -0.24 -0.08
H -1.8209 3.1285 4.3710 0.03 0.02 0.00
C 3.4757 3.0501 3.9882 0.21 -0.01 0.29
C 1.7413 2.0375 2.7448 0.16 0.21 0.18
N 0.9214 4.1895 0.3231 -0.04 0.15 0.10
H -4.5410 -2.8142 -4.3332 -0.03 -0.01 -0.09
H -0.8406 -0.2449 -3.4167 0.01 -0.12 0.19
C 4.0806 -0.4981 1.5842 0.09 -0.22 -0.05
C 0.5628 -1.6132 -2.5682 0.21 0.12 -0.08
H -1.3322 2.0882 -2.3709 -0.03 -0.11 0.11
O 3.5554 0.7117 2.0717 -0.33 0.38 0.14
H -4.7248 -3.5178 -0.6458 -0.10 -0.07 0.06
C -1.7589 -1.3561 -1.8510 -0.13 0.18 0.12
H 0.7275 0.8922 -1.9736 -0.06 -0.14 0.04
C -1.3417 3.7488 3.6079 -0.37 0.03 -0.02
C -4.8181 -3.0759 -3.3151 -0.03 0.01 0.05
H 1.5495 3.9106 1.0793 -0.27 -0.08 -0.13
C -0.5599 -0.6049 -2.4092 -0.06 -0.09 -0.20
H 2.9186 3.0064 4.9296 0.01 0.02 -0.06
O 2.5938 3.1179 2.8849 -0.46 -0.44 -0.40
H 3.8459 -1.3366 2.2473 -0.01 0.03 -0.04
H 1.1620 2.7751 -1.1201 -0.26 0.09 0.01
N -0.9703 -1.1466 0.4061 0.29 -0.04 -0.22
C -0.0559 0.0058 2.2136 0.11 0.22 0.31
C -1.0747 -0.9976 1.7571 0.27 0.07 -0.07
O -1.5873 3.0572 0.4005 -0.27 0.18 0.01
C 2.2074 0.8061 2.2649 0.00 0.27 0.00
H 1.4129 -4.2097 -4.5662 -0.01 -0.06 -0.07
H 4.0637 3.9651 3.9547 0.02 -0.04 0.07
H 3.7159 -0.7179 0.5757 -0.02 -0.01 0.02
H 1.6204 -1.1534 1.5876 0.09 -0.10 -0.08
C -1.1268 1.5584 -1.4235 -0.25 0.17 0.00
C -3.7917 -2.5941 -2.3352 0.01 -0.04 -0.02
C 0.4962 -2.5398 -3.6022 0.04 0.02 0.00
C 1.4806 -3.4973 -3.7575 -0.07 -0.02 -0.07
C -2.9707 -2.4528 -0.0750 -0.02 -0.05 0.17
C 2.5508 -3.5428 -2.8800 0.10 -0.04 0.07
N -0.1261 0.5153 -1.5707 0.31 0.13 -0.26
H -0.3372 -2.5125 -4.2884 -0.10 0.00 -0.08
C 1.6396 -1.6649 -1.6933 -0.05 0.11 -0.02
H -1.8555 3.6225 2.6511 0.04 0.01 0.08
H -5.7880 -2.6305 -3.0956 -0.09 -0.01 -0.06
O 0.0330 3.4458 3.4864 0.42 -0.16 -0.10
H -3.0680 -2.6841 0.9724 0.01 -0.02 0.05
H -4.9276 -4.1574 -3.2499 -0.05 -0.07 -0.07
H -2.0619 1.0962 -1.0973 0.09 0.14 0.02
C -3.8990 -2.9107 -0.9864 0.13 0.12 -0.20
H 3.3206 -4.2902 -2.9990 0.06 -0.06 -0.01
C -1.8969 -1.6701 -0.4918 -0.36 -0.19 -0.13
H 4.1377 2.1835 3.9142 -0.04 0.08 0.00
N 0.5049 3.0566 -0.4093 0.53 0.02 0.10
H -1.5742 1.3097 2.9266 -0.13 0.07 -0.01
H -1.3819 4.7927 3.9148 -0.04 -0.07 0.00
```
Forces are in eV/Å.



Entry 3:
Computed, not measured: an isolated molecule of C26H30N6O2S at a distorted geometry, with ωB97M-V with the def2-TZVPD basis set.

Output
Relative energy (zero: lowest compared OMol25 entry of this formula, charge and spin) = 23.0 kcal per mole
Net charge = 0
LUMO = 0.522 eV
Molecular weight = 490.6 g mol⁻¹
HOMO = -0.28773 Eh

The geometry in XYZ format:
```
65
Properties=species:S:1:pos:R:3:forces:R:3
H -1.0974 4.2263 1.9031 0.03 0.06 0.09
H 1.4333 2.3334 0.6543 -0.06 -0.18 0.02
H 4.2783 0.4681 -1.4821 -0.04 -0.05 -0.02
H -4.2450 -2.9060 1.1466 -0.22 -0.01 -0.01
H 4.4329 -2.1295 0.0454 0.04 0.04 0.01
C -1.5502 1.9863 -0.5300 -0.14 0.02 0.09
H 3.7488 1.4632 0.6895 -0.02 -0.04 0.03
C 2.5724 -4.4868 0.6250 0.16 -0.17 -0.22
H -4.3197 0.7094 1.8257 -0.09 0.02 0.16
C -1.8997 2.7491 0.5797 0.01 -0.07 -0.05
C -2.8986 2.2844 1.4323 -0.06 -0.15 -0.05
H 3.6091 -1.1865 2.8296 -0.03 -0.10 0.03
C 3.4350 -0.2311 -1.3230 -0.20 -0.01 -0.19
H 2.5553 6.4750 -2.8354 -0.01 0.10 0.00
H 3.1258 4.6136 -4.4048 0.02 -0.01 -0.06
C 0.0355 -2.1198 1.6403 0.11 -0.68 -0.43
S -3.9832 -1.2032 -0.2477 -0.17 -0.33 -0.01
H -2.6453 -4.4156 0.1346 -0.06 -0.04 -0.10
C -3.5372 1.0826 1.1845 -0.09 0.11 0.13
N 1.8141 1.5959 -1.2419 -0.16 -0.25 0.10
H 2.8223 2.2968 -3.6852 0.02 -0.06 -0.03
H -1.8387 4.8712 0.4429 -0.02 0.11 0.00
N 1.1648 -1.5001 2.1038 0.26 0.39 0.38
C 4.1770 -1.3189 0.7337 0.01 0.03 0.02
H -3.1779 2.8729 2.2941 -0.03 0.05 0.09
N -3.5862 -2.1387 1.1120 -0.47 0.75 -0.53
C -0.5551 -4.1993 0.4985 0.09 -0.15 -0.01
H 1.3359 -0.3378 -1.7451 0.07 -0.01 -0.09
H -0.2565 4.0962 0.3446 0.05 0.04 0.03
C -2.1745 0.7763 -0.7764 0.02 -0.10 -0.16
N 1.7636 -3.4238 1.1468 -0.10 0.14 0.16
O -3.4224 -1.7926 -1.4337 0.23 0.25 0.13
H -0.2864 -5.1398 0.0412 -0.01 -0.10 -0.05
H 3.5421 -4.4994 1.1191 -0.04 -0.02 -0.01
N 3.1915 -0.4887 0.0783 0.24 -0.04 -0.13
H 2.7248 -4.3667 -0.4514 0.03 -0.06 0.03
O -5.4060 -1.0337 -0.1913 -0.03 0.10 0.28
H -0.7813 2.3442 -1.1969 0.13 0.02 -0.08
C 2.9050 0.7527 0.7722 -0.30 0.08 0.04
C 1.9435 5.1009 -1.3017 0.12 0.23 -0.18
H 4.1738 -2.7847 2.3321 0.04 0.06 0.07
C 2.7406 4.4034 -3.4168 -0.06 0.04 0.19
C 3.5841 -1.9195 2.0249 0.10 0.04 -0.19
H -1.5780 -0.7740 2.1148 -0.05 0.12 0.10
C 1.6431 1.3782 0.1787 0.14 0.03 0.50
C -2.2361 -2.5628 1.1223 0.72 -0.14 0.18
H -1.9187 0.1617 -1.6248 0.10 -0.04 -0.12
C -3.1611 0.3387 0.0834 -0.18 -0.56 -0.15
C -1.8710 -3.7904 0.5537 -0.05 0.03 0.00
C 2.1598 -2.2808 1.7883 -0.08 0.05 0.27
H 2.2620 0.5228 -2.9892 -0.06 0.00 0.04
C -1.2259 4.0598 0.8362 -0.02 0.06 -0.02
H 2.7150 0.5363 1.8211 0.01 0.07 0.04
C 2.5675 3.0993 -3.0125 0.06 -0.14 -0.05
C 2.4265 5.4440 -2.5491 0.02 0.06 -0.06
C 0.3956 -3.3475 1.0369 -0.49 0.51 0.15
N 1.7687 3.8573 -0.8928 0.05 -0.32 0.04
H 0.8074 0.6910 0.3367 0.03 0.03 0.04
C 2.1548 0.3700 -1.9172 0.35 -0.14 -0.24
H 1.6771 5.8594 -0.5753 0.00 0.14 -0.02
H 5.1073 -0.7738 0.9748 -0.04 -0.09 -0.05
H 2.0760 -5.4422 0.8017 0.07 0.02 0.02
C 2.0721 2.8450 -1.7182 -0.07 0.51 -0.18
H 3.6664 -1.1720 -1.8289 0.01 0.01 0.00
C -1.2926 -1.7134 1.6724 0.11 -0.26 0.03
```
Forces are in eV/Å.



Entry 4:
Computed, not measured: C26H30N9O4Sn as an isolated structure, with ωB97M-V with the def2-TZVPD basis set.

Output
Relative energy (zero: lowest compared OMol25 entry of this formula, charge and spin) = 0.0 kcal per mole
Net charge = -1
LUMO = 2.746 eV
Molecular weight = 651.3 g mol⁻¹
HOMO = -0.14947 Eh

The geometry in XYZ format:
```
70
Properties=species:S:1:pos:R:3:forces:R:3
H -3.0904 2.8536 0.5910 0.01 -0.01 0.00
C 1.2285 3.1197 -2.2033 0.02 -0.01 0.01
C -4.9010 1.8491 0.1267 0.01 -0.01 0.00
H -7.5226 1.1869 0.3074 0.00 0.00 0.00
H 3.9180 -2.2739 1.8751 0.01 0.01 0.02
C -1.0042 2.2696 1.8692 0.00 0.01 0.02
H -1.6904 -4.3561 -1.8402 0.00 0.00 0.00
C 1.0011 3.6124 2.1513 0.00 0.00 0.00
H -1.9208 1.8817 2.2962 0.00 0.00 -0.01
H 1.3517 4.9121 3.8306 0.00 0.00 0.00
C 0.5562 2.4404 0.0854 0.02 -0.01 -0.01
H -7.4091 1.0517 -1.4444 0.00 0.00 0.00
H 1.8714 2.8837 -4.2969 0.00 0.00 0.00
H -7.3765 -0.3993 -0.4481 0.00 0.00 0.00
H 2.3742 5.2533 2.4334 0.00 0.00 0.00
H -5.4994 2.6798 0.4901 0.00 0.00 0.00
H 3.6098 -4.0235 -0.9762 0.02 -0.02 0.01
H 1.8552 -5.7301 -1.4893 0.00 0.00 -0.01
C -7.0390 0.6372 -0.5021 0.01 0.01 0.00
C 3.5560 -1.4458 -1.3678 -0.05 -0.03 -0.04
C -3.3309 -0.1889 -0.8254 -0.04 -0.03 -0.01
H 1.6363 -0.6004 3.6452 0.00 -0.03 -0.01
C 2.8028 -3.5727 0.8031 0.04 0.06 -0.03
H 2.3022 3.6024 0.4395 0.00 0.00 0.00
C -0.2078 3.1091 2.6277 0.00 0.00 0.00
C 1.9062 4.4538 3.0106 0.00 0.00 0.00
N 2.4223 -0.3037 0.4884 0.03 -0.07 -0.02
C -4.7131 -0.2717 -0.8889 0.01 -0.01 -0.01
H -5.1417 -1.1541 -1.3540 0.00 0.00 0.00
H 1.1351 4.1678 -1.9761 0.00 0.00 0.00
O 1.7473 -3.4028 1.4170 -0.02 -0.07 0.11
H 0.2863 -1.8760 2.1976 0.00 -0.02 0.04
C 1.3643 3.2542 0.8599 0.00 0.01 -0.01
C -2.6584 0.9142 -0.2468 0.06 0.03 -0.01
H 1.6977 0.2145 -3.6025 0.00 0.00 0.00
H 3.6893 0.6299 -0.9129 -0.01 0.00 0.00
C -1.5591 -2.3758 -2.8778 0.00 -0.01 0.00
N 2.8900 -4.3354 -0.3343 -0.03 0.01 -0.01
H 2.7082 3.8529 3.4466 0.00 0.00 0.00
O 2.3830 -1.7085 -1.8180 0.06 0.02 -0.01
N 0.9521 2.1923 -1.2651 -0.02 0.02 -0.02
N 0.2390 -0.8746 2.0416 0.04 0.00 -0.01
N 3.9942 -3.0551 1.2353 -0.02 -0.06 -0.01
H 4.7108 -2.9380 0.5325 0.01 -0.01 -0.01
H 1.2887 -4.0532 -1.6830 -0.01 0.02 0.00
N 1.1081 0.9560 -1.7593 -0.01 0.03 0.04
Sn 0.6165 -1.0568 -0.5117 -0.02 0.10 -0.06
C 3.6143 -0.3087 -0.3479 0.00 0.01 0.01
O 4.5852 -2.0540 -1.6806 0.00 0.00 0.02
N -1.3022 0.9706 -0.2226 -0.01 -0.02 0.01
H -3.0472 -2.8086 -0.0116 0.00 0.00 0.00
C -2.5910 -2.5529 -0.9531 0.03 0.01 0.00
H -1.0005 -2.5410 -3.7857 0.00 0.00 0.00
C 1.5891 2.4533 -3.3526 0.01 0.01 0.00
C 2.6205 -0.2411 1.8061 -0.04 0.05 0.02
H 1.1179 0.8570 2.7949 0.00 -0.01 0.01
C 1.6674 -4.7891 -0.9702 0.03 0.01 0.02
H 4.5122 -0.4031 0.2574 0.00 0.01 0.00
H 0.9153 -4.9504 -0.2018 0.00 0.00 0.00
C 1.3662 -0.1983 2.6664 0.03 0.01 0.02
C -1.9185 -3.3053 -1.8858 -0.02 -0.01 -0.02
C -3.5258 1.9461 0.1961 -0.01 0.02 0.01
H -0.5239 3.3606 3.6355 0.00 0.00 0.00
C -5.5396 0.7290 -0.4010 0.00 0.01 0.00
O 3.7171 -0.1866 2.3866 0.00 0.03 -0.01
H -0.6553 -0.5038 2.3331 -0.01 -0.01 -0.01
C 1.4954 1.0953 -3.0153 -0.02 -0.02 -0.01
C -0.6524 1.8812 0.5575 0.00 -0.01 -0.02
N -2.6014 -1.2777 -1.3989 -0.03 0.00 0.00
N -1.9807 -1.1540 -2.5841 -0.03 -0.01 -0.01
```
Forces are in eV/Å.